(1)
127
Properties=species:S:1:pos:R:3:forces:R:3 method="wB97M-V/def2-TZVPD" homo_lumo_gap_ev="5.8 / 6.3" multiplicity=4 total_energy_ha=-7233.23531 fmax_ev_per_a=0.60 e_homo_ev="-4.5 / -5.3" lumo_ev="1.327 / 1.067" relative_energy_kcal_mol=9.4 total_charge=-1
Mo 1.145173 0.629204 -0.068331 -0.5941 -0.0782 -0.0592
O 4.519005 -5.022894 -2.375205 0.0895 0.0173 0.0979
C 3.881331 -4.077722 -1.995002 -0.1987 -0.0035 -0.2056
S 2.521685 -4.182017 -0.867352 0.0412 -0.0205 0.0359
C 2.120980 -2.479408 -0.859064 -0.0304 0.0592 0.0663
C 2.868639 -1.674521 -1.637180 -0.0321 0.0562 -0.0348
S 2.663487 0.060095 -1.775683 0.0053 0.0104 0.1329
S 4.152904 -2.415086 -2.563747 0.0564 -0.0366 0.0644
S 0.794356 -1.931312 0.099458 -0.0060 -0.1029 -0.0906
C -1.482828 4.362105 0.203699 -0.0637 0.0603 -0.0297
Si 0.045580 4.621521 -0.864308 0.0695 -0.0296 0.0768
C 0.503858 6.434422 -0.587425 -0.1578 0.0219 0.0015
C -0.524593 4.468922 -2.653645 -0.0300 0.0386 -0.0354
Ge 1.902212 3.159174 -0.461226 0.0422 -0.1161 -0.1752
Si 3.236631 4.052649 1.307812 -0.0548 0.0277 -0.1082
C 3.479401 5.924529 1.204429 0.0413 0.0109 0.1288
C 4.974846 3.312462 1.364730 0.0260 0.0132 0.0073
C 2.422039 3.699378 2.962413 0.0281 0.0179 0.0421
Si 3.181937 3.520962 -2.470799 0.0061 -0.0118 0.1110
C 2.335370 2.841522 -4.014303 0.0532 0.0132 -0.0530
C 4.910221 2.764065 -2.348879 0.0093 -0.0178 -0.0918
C 3.459422 5.354370 -2.848325 0.0413 -0.0021 -0.0111
H -2.199742 5.148639 -0.056769 -0.0127 -0.0243 0.0067
H -1.274543 4.443681 1.272078 0.0077 0.0178 -0.0616
H -1.960225 3.398519 0.019391 0.0288 0.0257 -0.0009
H -0.293487 7.055625 -1.011151 0.0336 0.0216 0.0166
H 1.445055 6.731207 -1.046844 0.0630 -0.0325 -0.0428
H 0.563940 6.660548 0.479491 0.0082 -0.0107 -0.0100
H -1.519739 4.913372 -2.755490 0.0133 0.0032 -0.0045
H -0.584863 3.436207 -2.999424 -0.0028 -0.0261 0.0386
H 0.147793 5.006729 -3.325733 0.0185 -0.0075 0.0028
H 3.715541 6.275681 0.199469 0.0095 -0.0377 -0.0135
H 4.309812 6.203883 1.862185 -0.0204 0.0263 -0.0071
H 2.591744 6.461164 1.545209 0.0123 -0.0202 -0.0305
H 5.653626 3.882833 0.725527 -0.0037 -0.0214 -0.0099
H 5.021357 2.267039 1.056861 -0.0357 0.0262 0.0282
H 5.354215 3.371270 2.389953 0.0147 0.0140 -0.0174
H 1.401450 4.090190 2.994250 0.0085 -0.0128 0.0092
H 2.993468 4.158547 3.775654 -0.0197 -0.0062 0.0028
H 2.376391 2.622914 3.133455 -0.0049 -0.0040 -0.0059
H 1.806174 1.904612 -3.844822 0.0074 -0.0346 0.0457
H 3.084413 2.664847 -4.793338 -0.0086 0.0066 0.0127
H 1.618073 3.566389 -4.402372 -0.0119 -0.0048 -0.0022
H 4.890165 1.703631 -2.606982 -0.0062 0.0304 0.0259
H 5.341385 2.854899 -1.351582 -0.0082 0.0317 0.0128
H 5.577297 3.273529 -3.052178 0.0015 -0.0240 -0.0003
H 2.526653 5.871693 -3.079873 -0.0330 0.0008 0.0290
H 4.103728 5.420559 -3.732167 -0.0219 0.0352 0.0129
H 3.953575 5.892382 -2.036828 0.0006 -0.0293 0.0089
C 3.551468 -2.648414 4.787097 -0.0028 -0.0352 0.0110
C 3.408774 -1.696099 3.627816 -0.0079 -0.0259 0.0455
C 4.451491 -1.542526 2.718662 0.0322 0.0365 -0.0936
C 4.323384 -0.676794 1.636552 -0.1687 -0.2011 0.1077
C 5.420445 -0.526610 0.622138 0.0252 0.0207 -0.0104
C 3.142293 0.041157 1.527984 0.1901 0.2115 -0.1678
C 2.052716 -0.100700 2.411858 0.1338 0.0301 -0.2022
C 2.217252 -1.000117 3.475172 -0.0305 -0.0569 -0.0060
N 0.947995 0.611758 2.016250 0.0403 0.0228 -0.1090
C -0.290242 0.638738 2.821734 0.0383 0.0638 -0.0244
C 0.002591 0.975502 4.297499 -0.0710 -0.0137 0.0356
C -1.153799 1.770814 2.274982 0.0159 0.0333 0.0616
C -1.058936 -0.679232 2.698959 -0.0205 -0.0076 0.0062
H 4.492717 -3.195225 4.736645 -0.0015 0.0080 -0.0029
H 2.738136 -3.376675 4.791958 0.0030 0.0048 -0.0039
H 3.518599 -2.116908 5.740609 0.0033 0.0165 -0.0120
H 5.369762 -2.103449 2.856683 -0.0047 0.0030 -0.0153
H 6.371371 -0.292982 1.105295 -0.0032 0.0036 -0.0069
H 5.194338 0.257026 -0.101289 0.0013 -0.0082 0.0049
H 5.549209 -1.456999 0.064940 0.0049 -0.0072 0.0064
H 3.127921 0.833583 0.760188 0.1040 0.1716 0.3116
H 1.419807 -1.195450 4.174486 0.0115 -0.0177 -0.0467
H 0.819040 1.692112 4.376934 0.0084 0.0314 -0.0084
H 0.247436 0.107666 4.907087 -0.0123 0.0326 -0.0501
H -0.887246 1.429535 4.738332 -0.0097 -0.0057 -0.0131
H -0.630831 2.722403 2.384792 0.0122 -0.0466 -0.0140
H -2.093936 1.826712 2.828386 0.0023 -0.0060 0.0034
H -1.392899 1.624272 1.222373 0.0532 -0.0270 0.0291
H -0.426984 -1.541511 2.913320 0.0435 0.0011 0.0248
H -1.462249 -0.793647 1.688954 0.0385 -0.0346 0.0117
H -1.903350 -0.688129 3.393871 0.0539 0.0109 0.0052
O -2.376018 1.038835 -2.495804 -0.0357 0.0058 0.0459
C -1.475151 0.990863 -1.747515 -0.0180 -0.0118 -0.1152
N -0.554335 1.010646 -0.981875 0.2661 -0.1006 0.3394
C -3.466329 -5.983309 0.852795 -0.0420 -0.0713 0.0473
C -2.443196 -4.961939 0.375284 -0.0075 -0.0278 -0.0840
C -1.233580 -5.664106 -0.232425 0.0006 0.0184 -0.0130
C -2.018141 -4.065397 1.530415 0.0254 -0.0074 0.0610
O -3.098477 -4.213236 -0.651816 0.0321 0.0818 0.1102
Si -2.849822 -2.697001 -1.260065 -0.1045 -0.0700 -0.0105
S -0.930942 -2.345934 -2.001391 0.0502 0.0166 -0.0327
O -3.238760 -1.549855 -0.148775 -0.0309 0.0631 -0.0892
C -4.539820 -1.162907 0.325235 0.0438 -0.0575 0.0812
C -5.185389 -0.208757 -0.671230 -0.0211 -0.0020 -0.0239
C -4.298307 -0.449758 1.648330 -0.0512 -0.0299 0.0398
C -5.419991 -2.388903 0.546143 -0.0572 -0.0490 0.0192
O -3.978237 -2.593731 -2.452758 0.0738 0.0038 -0.0066
C -4.334841 -3.511617 -3.489755 -0.0027 0.0296 0.0198
C -5.397792 -4.459477 -2.944647 -0.0492 -0.0399 0.0180
C -3.124073 -4.294248 -3.984699 0.0322 -0.0180 -0.0200
C -4.904535 -2.656278 -4.613432 -0.0176 0.0157 -0.0423
H -3.019540 -6.658019 1.586441 -0.0079 0.0039 0.0020
H -3.825958 -6.574772 0.008849 0.0135 0.0042 0.0007
H -4.322203 -5.485202 1.314056 0.0229 0.0053 -0.0303
H -0.709775 -6.264009 0.515704 -0.0262 0.0148 0.0075
H -0.543701 -4.926261 -0.640759 0.0326 0.0059 -0.0140
H -1.553596 -6.319641 -1.045250 0.0050 0.0022 0.0042
H -1.582125 -4.672207 2.327909 0.0014 0.0035 -0.0052
H -2.872632 -3.521132 1.936603 0.0213 -0.0041 -0.0100
H -1.266939 -3.344672 1.209204 -0.0031 0.0230 -0.0151
H -4.556133 0.668511 -0.813449 0.0498 0.0352 -0.0223
H -6.160839 0.116851 -0.299124 0.0213 -0.0133 0.0021
H -5.315965 -0.694900 -1.636599 0.0099 -0.0141 -0.0069
H -3.652362 0.415325 1.492771 0.0019 -0.0108 0.0053
H -3.808589 -1.119565 2.357967 -0.0767 0.0160 -0.0546
H -5.242757 -0.110442 2.079897 -0.0044 0.0051 -0.0227
H -5.621523 -2.901599 -0.395822 0.0208 0.0149 0.0371
H -6.371486 -2.087820 0.989706 -0.0146 0.0202 -0.0110
H -4.932092 -3.092985 1.222810 -0.0336 0.0287 -0.0271
H -4.997921 -5.023982 -2.101791 0.0027 0.0103 -0.0124
H -5.725814 -5.157725 -3.718358 0.0117 0.0052 -0.0072
H -6.266649 -3.891845 -2.603771 0.0126 0.0052 -0.0033
H -2.703254 -4.906354 -3.185680 -0.0011 0.0107 0.0043
H -2.347833 -3.614851 -4.339525 -0.0095 -0.0006 0.0066
H -3.416426 -4.952596 -4.806037 -0.0126 0.0075 0.0009
H -5.757396 -2.081227 -4.248572 0.0098 0.0038 0.0031
H -5.233547 -3.277636 -5.449499 0.0051 -0.0117 0.0165
H -4.146385 -1.957994 -4.969960 -0.0018 -0.0004 0.0132



(2)
60
Properties=species:S:1:pos:R:3:forces:R:3 method="wB97M-V/def2-TZVPD" homo_lumo_gap_ev="5.3 / 4.4" multiplicity=3 total_energy_ha=-2144.44870 fmax_ev_per_a=1.58 e_homo_ev="-10.5 / -10.4" lumo_ev="-5.157 / -6.039" relative_energy_kcal_mol=44.3 total_charge=+1
W 0.172925 0.633128 -0.401800 0.9831 0.6630 1.0462
O -1.790619 1.590283 6.144291 -0.3763 -0.2250 -0.2032
C -2.375876 0.744542 5.450131 0.3430 -0.3088 0.1600
O -3.213107 -0.146506 5.655413 0.1679 0.4465 -0.0061
C -1.844738 0.729779 3.974603 -0.0775 0.1817 0.0081
C -2.286250 -0.233520 3.070948 -0.1098 -0.0889 0.1517
C -1.761502 -0.272983 1.804370 0.3123 0.2454 -0.0556
N -0.831504 0.630410 1.411487 -0.3697 -0.1220 0.3092
C -0.418388 1.595096 2.286241 -0.1558 -0.1014 -0.7359
C -0.896525 1.674178 3.550970 -0.0208 0.0163 0.5996
C 0.539335 2.555936 1.650434 -0.4768 -0.5064 -0.0367
O 1.267342 3.299798 2.198306 0.2497 0.4632 0.0078
O 0.489532 2.392115 0.265696 0.1875 -0.2429 0.0888
H -3.037359 -0.940709 3.407848 0.0551 0.0724 0.0097
H -2.050433 -1.013545 1.070473 -0.0119 -0.0333 -0.0609
H -0.560003 2.438251 4.244004 -0.0703 -0.0723 0.0280
C 1.225565 -1.810961 2.070839 -0.1715 0.0620 0.0939
P 1.789821 -0.865307 0.653315 0.6045 -0.2555 0.0606
C 2.533397 -2.008827 -0.506773 -0.1515 0.0266 -0.1601
C 1.701163 -2.897152 -1.191136 0.1368 -0.0736 -0.0215
C 2.250652 -3.785158 -2.098818 0.0268 -0.0020 -0.0091
C 3.623014 -3.778148 -2.330008 -0.0201 -0.0282 -0.0041
C 4.445601 -2.888534 -1.655343 0.0394 -0.0186 -0.0093
C 3.903247 -1.994664 -0.743454 0.0868 -0.0046 0.0614
C 3.008668 0.323802 1.204472 -0.1334 0.1961 0.0810
C 3.506478 1.235602 0.265464 0.0797 -0.0507 0.0911
C 4.343574 2.256194 0.672579 0.0374 0.0388 0.0282
C 4.675814 2.378875 2.017466 0.0186 -0.0119 0.0568
C 4.173853 1.485055 2.953557 0.0385 0.0478 0.0087
C 3.332246 0.457749 2.553034 0.0149 0.0125 0.0414
H 2.097322 -2.314130 2.486331 0.0018 -0.0808 0.0676
H 0.502820 -2.557597 1.745823 -0.0003 -0.0350 -0.0095
H 0.765860 -1.166088 2.820675 0.0242 -0.0390 0.0072
H 0.632370 -2.899581 -1.022202 -0.0790 0.0268 0.0077
H 1.611666 -4.478238 -2.631649 0.0337 0.0223 0.0349
H 4.051908 -4.474375 -3.039822 -0.0200 0.0315 0.0168
H 5.513470 -2.888758 -1.835604 -0.0564 -0.0024 0.0042
H 4.545022 -1.301214 -0.212497 -0.0172 -0.0439 -0.0525
H 3.248223 1.141567 -0.781554 -0.0181 -0.0345 -0.1465
H 4.729015 2.963675 -0.051177 -0.0196 -0.0499 0.0374
H 5.325700 3.183345 2.338178 -0.0369 -0.0259 -0.0059
H 4.423203 1.595794 4.001489 -0.0006 -0.0110 -0.0599
H 2.931025 -0.222138 3.294789 0.0308 0.0342 -0.0257
O 0.947626 0.189069 -2.389897 -0.1349 0.0571 0.0809
C -0.327062 0.179497 -2.395028 -0.7479 -0.3620 -1.1592
O -0.900552 -0.640044 -1.496140 -0.0861 0.3611 -0.1470
C -1.129664 1.268417 -2.932697 -0.1509 -0.2648 -0.1619
C -2.202069 1.710047 -2.141806 -0.2166 -0.0110 -0.3019
C -2.923602 2.852337 -2.481943 0.0063 0.0078 0.1203
C -2.560533 3.467872 -3.652821 -0.0253 0.0298 -0.0426
O -3.107792 4.549381 -4.207071 -0.0547 0.2238 -0.2814
C -2.475544 4.736609 -5.494032 0.1860 -0.3025 0.3916
O -1.385493 3.800770 -5.538371 -0.1368 0.2354 -0.1458
C -1.509835 3.005810 -4.460182 -0.0491 0.0849 -0.0721
C -0.760174 1.928427 -4.124158 0.4046 -0.0990 0.1254
H -2.534006 1.130787 -1.295764 0.0176 -0.1200 0.1678
H -3.739326 3.221195 -1.874383 0.0432 -0.0379 -0.0494
H -2.094895 5.746207 -5.566558 0.0822 0.1589 0.0444
H -3.185530 4.511744 -6.280604 -0.1640 -0.0831 -0.1207
H 0.075905 1.594913 -4.725501 -0.0524 0.0029 0.0462